[1]
Below is a molecular structure, C24H41IrN3O4S4, with properties calculated with wB97M-V/def2-TZVPD.

As for the largest force on an atom: 0.5 eV Å⁻¹. As for the frontier orbital gap (spin up / spin down): 6.292 / 6.632 eV. The HOMO energy (spin up / spin down) comes out at -6.37 / -7.98 eV.

```
! wB97M-V def2-TZVPD RIJCOSX def2/J DEFGRID3
* xyz 0 6
Ir 0.329 -0.373 -0.366
N 0.447 -2.560 -0.889
C 1.676 -2.758 -1.680
C 1.735 -1.659 -2.732
O 2.034 -1.922 -3.888
N 1.415 -0.454 -2.211
C 0.989 0.593 -3.124
C -0.543 0.656 -3.101
O -1.178 1.113 -4.030
O -1.073 0.192 -1.991
H 0.401 -3.186 -0.096
H -0.386 -2.710 -1.460
H 1.721 -3.727 -2.171
H 2.532 -2.656 -1.008
H 1.328 0.440 -4.144
H 1.335 1.567 -2.760
C -3.932 -4.917 -0.480
C -4.382 -3.785 -1.400
S -3.113 -2.546 -1.799
C -3.742 -1.044 -1.018
C -3.699 -0.970 0.503
S -2.038 -0.952 1.260
C -1.969 -2.525 2.154
C -2.042 -3.808 1.325
S -3.733 -4.481 1.264
H -3.009 -5.373 -0.840
H -4.694 -5.699 -0.477
H -5.242 -3.269 -0.971
H -4.695 -4.214 -2.353
H -4.774 -0.904 -1.347
H -3.136 -0.264 -1.478
H -4.240 -1.801 0.953
H -4.182 -0.044 0.820
H -2.754 -2.504 2.910
H -1.013 -2.467 2.674
H -1.391 -4.571 1.754
H -1.744 -3.610 0.302
C -2.571 2.605 -0.446
C -1.660 3.362 0.525
C -1.566 2.651 1.875
C -0.314 3.692 -0.094
C -0.144 4.941 -0.654
C 1.087 5.362 -1.147
C 2.201 4.543 -0.993
C 2.113 3.275 -0.451
C 3.437 2.593 -0.127
C 3.853 3.017 1.291
C 3.546 1.078 -0.258
C 0.799 2.776 -0.120
N 0.586 1.491 0.119
H -3.556 2.453 0.007
H -2.144 1.635 -0.707
H -2.705 3.156 -1.378
H -2.114 4.337 0.720
H -1.184 1.636 1.778
H -2.560 2.593 2.325
H -0.915 3.193 2.566
H -0.994 5.614 -0.682
H 1.189 6.341 -1.598
H 3.177 4.908 -1.293
H 4.159 3.020 -0.827
H 3.139 2.626 2.023
H 3.877 4.102 1.395
H 4.844 2.624 1.533
H 2.885 0.569 0.445
H 4.577 0.784 -0.039
H 3.293 0.729 -1.258
C 2.810 -0.349 3.494
S 2.155 -1.910 2.929
C 3.653 -2.533 2.192
O 1.226 -1.608 1.778
H 3.477 -0.535 4.336
H 1.959 0.249 3.817
H 3.332 0.147 2.675
H 4.428 -2.601 2.958
H 3.946 -1.848 1.395
H 3.440 -3.523 1.792
*
```

In elementary charge units, the Löwdin charges are: 1.2974 -0.0798 -0.1503 -0.5497 0.0504 -0.1276 -0.1291 -0.6093 0.0563 -0.2476 0.0670 0.0441 0.1185 0.1087 0.1202 0.1097 -0.5492 -0.5255 0.8912 -0.5242 -0.4820 0.8488 -0.5258 -0.5332 0.8720 0.0763 0.0678 0.0766 0.0677 0.0856 0.0333 0.0414 0.0690 0.0693 0.0436 0.0722 0.0082 -0.0452 -0.3675 -0.0803 -0.1238 -0.0358 -0.0554 -0.0498 -0.1343 -0.3636 -0.0595 -0.0905 -0.2562 0.0055 0.0794 0.0368 0.0918 0.1255 0.0059 0.0799 0.0820 0.1171 0.1044 0.1161 0.1292 0.0758 0.0798 0.0779 0.0204 0.0824 0.0605 -0.2480 0.8528 -0.2547 -0.6568 0.0621 0.0630 0.0386 0.0620 0.0553 0.0554


[2]
Below is a gas-phase ion, C24H41N2O4 (charge +1), with properties calculated with wB97M-V/def2-TZVPD.

As for the largest force on an atom: 0.9 eV Å⁻¹. The energy relative to the best compared isomer or geometry (same formula, charge and spin) comes out at 5.7 kcal per mole. As for the frontier orbital gap: 8.202 eV. The HOMO energy comes out at -10.24 eV.

```
! wB97M-V def2-TZVPD RIJCOSX def2/J DEFGRID3
* xyz 1 1
O 2.997 0.169 -0.388
C 3.211 -0.108 0.977
C 2.484 0.941 1.839
O 1.355 0.443 2.526
C 0.217 0.161 1.852
C -0.863 -0.250 2.635
C -2.085 -0.552 2.066
C -2.239 -0.448 0.693
O -3.431 -0.701 0.005
C -4.519 -1.248 0.719
C -5.670 -1.591 -0.268
O -6.917 -1.274 0.307
C -5.559 -0.853 -1.616
N -5.175 0.572 -1.491
C -6.243 1.379 -0.861
C -5.797 2.787 -0.482
C -5.672 3.727 -1.682
C -4.318 3.677 -2.394
C -3.695 2.283 -2.527
C -4.687 1.147 -2.771
C -1.172 -0.044 -0.096
C 0.050 0.259 0.471
C 4.730 -0.110 1.255
N 5.389 -0.848 0.195
C 5.443 -2.287 0.396
C 6.337 -2.771 1.548
C 7.800 -3.015 1.170
C 8.434 -1.948 0.269
C 7.900 -0.530 0.472
C 6.613 -0.268 -0.323
H 3.782 -0.184 -0.845
H 2.793 -1.099 1.220
H 2.215 1.793 1.205
H 3.142 1.287 2.640
H -0.725 -0.328 3.701
H -2.895 -0.864 2.705
H -4.208 -2.151 1.256
H -4.899 -0.523 1.455
H -5.631 -2.661 -0.511
H -7.168 -1.932 0.965
H -6.523 -0.927 -2.123
H -4.795 -1.359 -2.207
H -4.350 0.539 -0.853
H -6.584 0.844 0.026
H -7.083 1.429 -1.558
H -4.861 2.756 0.077
H -6.560 3.183 0.189
H -6.477 3.507 -2.386
H -5.829 4.752 -1.346
H -3.606 4.307 -1.861
H -4.446 4.111 -3.386
H -2.992 2.310 -3.359
H -3.107 2.047 -1.636
H -5.539 1.484 -3.363
H -4.183 0.351 -3.321
H -1.299 0.016 -1.166
H 0.871 0.540 -0.167
H 5.080 0.924 1.231
H 4.906 -0.510 2.261
H 5.775 -2.737 -0.543
H 4.417 -2.621 0.578
H 5.929 -3.706 1.938
H 6.290 -2.045 2.361
H 7.883 -3.981 0.666
H 8.371 -3.089 2.099
H 9.511 -1.954 0.446
H 8.286 -2.220 -0.779
H 8.651 0.178 0.113
H 7.738 -0.326 1.531
H 6.749 -0.660 -1.338
H 6.453 0.811 -0.409
*
```

In elementary charge units, the Löwdin charges are: -0.0505 -0.3362 -0.1211 -0.0307 -0.2576 0.0178 -0.0159 -0.2500 -0.1123 -0.1238 -0.3028 -0.0238 -0.0494 -0.1004 -0.1080 -0.1491 -0.1925 -0.1850 -0.1531 -0.0960 -0.0023 0.0168 -0.1391 -0.2024 -0.1649 -0.1791 -0.2021 -0.2049 -0.1743 -0.1885 0.0913 0.1496 0.1411 0.1346 0.1257 0.1097 0.1428 0.1422 0.1600 0.1189 0.1550 0.1425 0.1440 0.1218 0.1478 0.1277 0.1257 0.1116 0.1168 0.1177 0.1161 0.1236 0.1100 0.1459 0.1342 0.1174 0.1012 0.1339 0.1256 0.1298 0.1160 0.1105 0.0961 0.1079 0.1084 0.1072 0.1050 0.1107 0.1147 0.1222 0.1188


[3]
Below is 2 unconnected molecules or ions with the total composition C24H41NO6P in a non-equilibrium geometry, with properties calculated with wB97M-V/def2-TZVPD.

As for the largest force on an atom: 2.1 eV Å⁻¹. As for the frontier orbital gap (spin up / spin down): 7.107 / 8.050 eV. The HOMO energy (spin up / spin down) comes out at -8.75 / -9.69 eV.

```
! wB97M-V def2-TZVPD RIJCOSX def2/J DEFGRID3
* xyz 0 2
C -0.095 3.607 1.891
C -1.612 3.507 1.637
C -1.973 3.439 0.156
C -3.476 3.647 -0.131
C -4.218 2.374 -0.530
C -4.088 1.226 0.479
C -4.513 -0.132 -0.104
C -3.351 -1.064 -0.496
C -2.211 -0.310 -1.168
C -1.075 -1.132 -1.836
P -1.843 -2.311 -2.998
O -2.942 -1.716 -3.760
O -2.235 -3.628 -2.159
O -0.713 -2.888 -3.971
C -0.274 -1.896 -0.746
C 1.073 -1.281 -0.380
C 0.940 0.037 0.382
C 1.807 -2.297 0.518
N 1.882 -1.146 -1.627
O 3.107 -0.855 -1.367
C 1.325 -0.288 -2.723
C 1.746 -0.949 -4.053
C 1.937 1.118 -2.714
C -0.219 -0.126 -2.640
H 0.164 4.621 2.193
H 0.202 2.950 2.706
H 0.481 3.369 0.999
H -2.109 4.386 2.051
H -2.015 2.650 2.179
H -1.384 4.186 -0.377
H -1.697 2.461 -0.251
H -3.591 4.405 -0.905
H -3.969 4.047 0.760
H -5.284 2.612 -0.583
H -3.939 2.042 -1.531
H -3.095 1.180 0.923
H -4.772 1.457 1.300
H -5.151 0.037 -0.974
H -5.132 -0.652 0.628
H -3.759 -1.827 -1.156
H -2.991 -1.510 0.436
H -2.612 0.349 -1.939
H -1.688 0.322 -0.449
H -2.348 -3.437 -1.224
H -0.100 -3.442 -3.479
H -0.077 -2.925 -1.059
H -0.844 -1.968 0.181
H 0.222 -0.122 1.189
H 0.523 0.833 -0.234
H 1.886 0.335 0.821
H 1.096 -2.864 1.117
H 2.525 -1.804 1.165
H 2.355 -3.003 -0.105
H 1.175 -0.541 -4.882
H 2.801 -0.741 -4.226
H 1.653 -2.029 -4.013
H 1.935 1.571 -1.726
H 1.346 1.743 -3.386
H 2.949 1.107 -3.106
H -0.593 -0.102 -3.664
H -0.418 0.866 -2.233
C 3.640 -1.966 4.981
C 4.834 -2.468 5.282
C 6.063 -1.999 4.591
O 7.150 -2.457 4.864
C 5.907 -0.949 3.552
C 4.712 -0.448 3.252
C 3.486 -0.916 3.944
O 2.396 -0.460 3.668
H 2.731 -2.293 5.470
H 4.972 -3.234 6.035
H 6.815 -0.625 3.061
H 4.574 0.316 2.496
*
```

In elementary charge units, the Löwdin charges are: -0.0995 -0.2590 -0.2196 -0.1976 -0.2138 -0.2060 -0.1840 -0.1911 -0.1823 -0.4010 0.4679 -0.2390 -0.1150 -0.1000 -0.1027 -0.4694 -0.0056 -0.0167 -0.1124 -0.0032 -0.4513 -0.0234 -0.0308 -0.0873 0.0663 0.0643 0.0589 0.1024 0.0955 0.1103 0.0823 0.1049 0.1073 0.1126 0.1039 0.0860 0.1136 0.1160 0.1057 0.0967 0.1142 0.1193 0.0913 0.0634 0.0782 0.1147 0.1190 0.1014 0.0620 0.0844 0.0894 0.0630 0.0908 0.0922 0.0812 0.0691 0.0777 0.0959 0.0802 0.1208 0.1072 0.0205 0.0220 -0.3858 0.1105 0.0244 0.0205 -0.3917 0.0914 0.1213 0.1222 0.1233 0.1228